No. 1
Formula: C27H44N3OP3Yb
Source: the OMol25 dataset
Level of theory: ωB97M-V with the def2-TZVPD basis set

```
! wB97M-V def2-TZVPD RIJCOSX def2/J DEFGRID3
* xyz 3 2
Yb -0.152 -0.016 -1.108
P -3.057 0.158 -1.102
P 0.525 -3.005 -1.768
P 2.580 -0.249 -0.198
O 0.130 0.580 -3.220
N -0.384 1.463 9.998
N -0.172 -0.531 3.500
N -0.386 -0.571 1.280
C 0.958 4.855 -0.871
C -0.128 -0.061 4.832
C -3.414 1.839 -0.454
C -0.550 0.173 2.387
C 2.722 1.275 0.817
C 0.475 -0.851 5.820
C 0.212 -1.801 3.054
C 4.004 0.000 -1.324
C -0.289 1.158 8.872
C 0.034 -1.827 1.703
C 0.466 -0.411 7.146
C -0.047 1.003 -4.557
C -1.027 1.950 -4.817
C 0.341 4.756 0.321
C -0.195 0.775 7.486
C -3.523 0.383 -2.860
C 0.664 0.359 -5.572
C -1.345 2.225 -6.157
C -0.740 1.506 -7.190
C -4.574 -0.681 -0.510
C -0.903 -4.042 -2.287
C 1.653 -4.419 -1.359
C 0.277 0.588 -6.900
C -0.755 1.578 6.485
C 1.209 -2.591 -3.430
C -0.719 1.167 5.152
C 3.364 -1.399 0.999
H -4.060 2.408 -1.134
H 2.120 -1.981 -3.316
H 0.545 -2.575 3.723
H -5.434 -0.448 -1.152
H -2.957 1.200 -3.327
H 3.885 0.946 -1.871
H -2.068 3.011 -6.381
H 0.175 -2.639 0.999
H 2.073 2.073 0.424
H 1.267 -4.978 -0.491
H 0.401 5.010 -1.800
H -4.600 0.589 -2.938
H -1.169 1.796 4.386
H -0.928 1.187 2.434
H 0.477 -2.081 -4.078
H 2.672 -4.065 -1.142
H 0.844 -0.117 -3.212
H 2.421 1.055 1.850
H 1.677 -5.095 -2.229
H -1.060 1.661 -8.226
H 3.766 1.620 0.810
H 2.045 4.951 -0.936
H 0.954 -1.009 7.916
H -3.909 1.735 0.519
H 4.934 0.022 -0.738
H 1.476 -0.332 -5.330
H -3.283 -0.546 -3.400
H -4.401 -1.764 -0.518
H 0.952 -1.796 5.558
H 1.491 -3.534 -3.921
H -0.550 -4.894 -2.886
H -0.752 4.818 0.406
H -1.549 2.435 -3.991
H -2.479 2.395 -0.301
H -1.401 -4.422 -1.383
H -1.235 2.517 6.760
H -4.779 -0.361 0.520
H 4.046 -0.830 -2.043
H 0.901 4.592 1.253
H 3.013 -1.187 2.017
H 3.108 -2.434 0.741
H -1.618 -3.447 -2.872
H 0.784 0.061 -7.707
H 4.456 -1.273 0.965
*
```

The value obtained for the frontier orbital gap (alpha / beta) is 6.61 / 2.80 eV. The energy relative to the best compared isomer or geometry (same formula, charge and spin) comes out at 29.82 kcal/mol. The energy is -3476.49186 hartree.

No. 2
Formula: C3H6F3OSm
Source: the OMol25 dataset
Level of theory: ωB97M-V with the def2-TZVPD basis set

```
! wB97M-V def2-TZVPD RIJCOSX def2/J DEFGRID3
* xyz 1 7
Sm 2.522 2.575 -1.861
F 4.190 -0.526 1.553
F 2.649 -1.647 0.520
F 3.448 -2.509 2.320
O 2.395 2.607 1.922
C 1.715 2.118 0.764
C 3.019 -1.354 1.778
C 2.690 3.971 1.889
H 2.120 -1.054 2.340
H 1.768 4.578 1.847
H 3.337 4.226 1.027
H 0.693 2.552 0.809
H 3.239 4.225 2.805
H 1.443 1.053 0.827
*
```

The value obtained for the frontier orbital gap (alpha / beta) is 5.74 / 5.91 eV. The energy is -1150.30871 hartree.

No. 3
Formula: C4H12NO2
Source: the OMol25 dataset
Level of theory: ωB97M-V with the def2-TZVPD basis set

```
! wB97M-V def2-TZVPD RIJCOSX def2/J DEFGRID3
* xyz -1 1
O -0.341 2.571 0.653
O 0.719 -1.268 -2.726
N 0.405 0.749 -0.903
C -0.788 0.303 0.011
C 0.768 -1.690 0.968
C -1.393 1.792 0.279
C 0.034 -0.411 1.257
H 1.756 -1.508 0.513
H 0.195 1.675 -1.393
H 0.138 -1.622 -2.093
H -0.581 -0.317 2.161
H -2.100 1.522 1.073
H 1.030 -2.361 1.773
H -1.328 -0.506 -0.321
H 0.400 -2.311 0.139
H 0.790 0.464 1.447
H -1.848 2.244 -0.501
H 1.021 -0.498 -2.113
H 1.121 1.170 -0.225
*
```

The value obtained for the frontier orbital gap is 6.71 eV. The energy relative to the best compared isomer or geometry (same formula, charge and spin) comes out at 58.58 kcal/mol. The energy is -364.76214 hartree.

No. 4
Formula: C5H8N2
Source: the OMol25 dataset
Level of theory: ωB97M-V with the def2-TZVPD basis set

```
! wB97M-V def2-TZVPD RIJCOSX def2/J DEFGRID3
* xyz 0 1
N -2.382 0.507 -0.638
N 0.996 0.012 0.493
C -0.911 -1.201 0.350
C 0.030 0.849 -0.173
C 2.335 0.384 -0.112
C 0.459 -1.169 0.691
C -1.194 0.049 -0.196
H -2.463 1.424 -1.042
H 1.081 -2.009 0.987
H -3.219 -0.046 -0.554
H 1.026 0.957 -0.991
H -0.062 1.849 0.260
H -1.580 -2.045 0.451
H 2.870 1.006 0.618
H 2.907 -0.540 -0.264
*
```

The value obtained for the frontier orbital gap is 7.29 eV. The energy relative to the best compared isomer or geometry (same formula, charge and spin) comes out at 100.31 kcal/mol. The energy is -304.67563 hartree.

No. 5
Formula: C43H118N10O11
Source: the OMol25 dataset
Level of theory: ωB97M-V with the def2-TZVPD basis set

```
! wB97M-V def2-TZVPD RIJCOSX def2/J DEFGRID3
* xyz 0 1
O -2.016 -1.016 5.911
O -2.180 6.616 -0.227
O 0.048 3.612 4.700
O 3.145 -4.462 -3.383
O 0.688 2.407 -1.500
O -0.855 -1.382 1.093
O -0.867 -0.379 -4.697
O -4.424 0.677 -1.543
O 4.999 0.856 4.109
O -3.953 -4.508 1.827
O 4.699 1.042 -3.884
N 0.161 2.779 -6.392
N -1.591 0.695 -1.803
N 1.939 -6.801 -0.743
N 2.224 4.217 -4.217
N -2.718 2.945 0.360
N 0.333 0.296 6.417
N -0.088 -2.370 7.777
N 5.085 -2.537 -3.584
N -3.195 -5.728 -0.919
N 2.608 -0.931 4.260
C -3.170 -0.336 5.498
C 5.372 -0.178 -3.931
C -1.996 5.414 0.461
C -2.854 4.312 -0.166
C 3.229 -1.779 2.006
C 1.778 -5.550 -1.493
C -1.987 1.842 -6.343
C -0.204 2.263 4.896
C 1.474 2.618 -2.649
C -4.385 4.634 -0.046
C 4.051 -1.026 -1.975
C -0.752 -1.761 -4.823
C 2.902 -5.628 -2.570
C 0.192 4.797 -3.154
C -1.286 7.596 0.266
C 3.686 -1.021 3.290
C -1.327 -4.386 7.303
C 5.458 2.118 -4.444
C -3.083 -4.302 -0.543
C 1.368 2.602 -0.276
C -0.755 -1.153 2.553
C 5.381 2.193 3.994
C 1.980 1.956 6.170
C -4.218 -0.280 -3.778
C -1.209 -0.176 0.422
C -0.847 4.305 3.911
C 1.970 -4.067 -4.054
C -0.631 1.850 -5.691
C 4.403 -1.240 -3.445
C 1.609 4.115 -2.956
C -1.070 -0.448 -1.101
C -2.824 -4.111 0.991
C -4.354 -3.600 -1.058
C -2.372 -2.209 6.621
C 4.277 0.390 2.982
C -4.740 2.177 -3.273
C -1.056 -2.973 6.843
C 1.866 -4.420 -0.492
C -3.946 -3.851 3.074
C 0.369 -0.752 -1.594
C -4.988 0.704 -2.830
C 0.493 1.726 6.185
C -0.052 0.427 -5.548
H -5.539 2.801 -2.874
H -0.624 -2.945 5.843
H -1.014 1.465 -1.496
H -2.210 0.139 0.717
H 3.166 3.854 -4.197
H -1.802 1.523 -7.369
H 2.456 1.687 7.113
H -1.919 -4.640 1.289
H 0.092 2.266 7.043
H 4.461 -3.320 -3.449
H -2.735 1.200 -5.878
H 3.112 -2.837 2.238
H -3.140 -0.115 -3.782
H 3.071 -0.476 5.034
H 0.043 -0.435 2.742
H -0.502 4.266 -3.805
H 6.233 2.333 3.328
H 2.013 3.477 -0.199
H -0.301 5.208 3.639
H 0.380 -1.606 -2.272
H 0.246 -0.104 -6.452
H 0.852 -0.148 5.673
H -2.460 2.820 -6.248
H -2.585 4.347 -1.221
H -2.802 -1.887 7.569
H 0.562 2.574 0.458
H 2.044 -3.465 -0.987
H 0.288 5.829 -3.493
H 0.955 0.064 -2.018
H -0.061 1.641 4.012
H -4.154 -2.532 -1.143
H -1.371 0.580 -2.782
H 2.093 1.801 -0.133
H 0.876 0.546 -4.989
H -2.411 -6.278 -0.600
H -3.467 0.720 -1.608
H 5.777 2.499 4.962
H 3.403 1.033 2.874
H -0.799 2.259 -4.695
H 4.470 -1.666 3.685
H -1.803 4.555 4.371
H -2.160 -3.883 -0.945
H -0.983 5.025 0.358
H -4.423 -1.277 -3.388
H -4.005 -6.114 -0.454
H -1.713 -4.292 8.318
H -2.190 5.484 1.532
H -1.014 3.765 2.978
H 4.964 -1.140 -1.390
H 2.441 1.226 5.505
H 1.045 -1.123 -0.825
H -0.423 -4.962 7.505
H -3.737 2.541 -3.050
H -0.330 3.636 -6.601
H 2.510 -1.872 4.612
H 5.567 1.940 -5.514
H -0.498 0.560 0.797
H -4.784 2.347 -4.349
H 0.950 -4.368 0.097
H 1.124 -3.783 -3.428
H 3.641 -0.017 -1.942
H 2.172 3.004 5.936
H 2.626 -6.436 -3.247
H -1.690 8.092 1.149
H -3.026 -2.903 6.094
H 4.003 -1.815 1.238
H -5.116 3.933 -0.450
H 2.897 -6.730 -0.431
H 0.296 2.427 -7.329
H 0.767 -5.414 -1.878
H 2.474 2.190 -2.590
H 2.735 -4.508 0.160
H -0.415 -2.089 2.996
H 5.061 3.103 -4.198
H -4.592 5.544 -0.609
H 0.298 -2.050 -4.875
H -4.575 -0.312 -4.807
H -2.048 -4.929 6.693
H 1.027 2.059 -3.472
H -3.694 0.144 6.324
H 1.602 -4.881 -4.679
H -1.198 -2.230 -3.945
H -3.210 2.250 -0.182
H 5.396 -2.670 -4.536
H -4.924 -4.105 3.484
H 1.983 -7.662 -1.269
H -5.207 -3.890 -0.444
H -1.696 -0.748 2.927
H 4.907 0.342 2.094
H 2.163 4.612 -2.160
H 1.633 3.760 -4.895
H -0.274 7.227 0.433
H -1.053 8.387 -0.446
H 3.345 -1.739 -1.550
H -0.508 -2.307 8.694
H 2.356 -1.282 1.583
H -3.749 -2.782 2.993
H 5.749 -0.451 -4.917
H -2.921 0.480 4.820
H -4.816 4.846 0.932
H -3.108 -4.192 3.681
H -0.606 0.006 6.183
H 4.568 2.815 3.620
H -1.242 2.131 5.202
H -2.586 -3.047 0.996
H -1.625 -1.343 -1.381
H 3.904 -5.810 -2.181
H 6.200 -0.193 -3.223
H 0.078 -1.408 7.521
H -4.548 -4.025 -2.043
H -0.299 4.875 -2.184
H -3.170 2.982 1.262
H 2.168 -3.254 -4.753
H -1.247 -2.085 -5.738
H -3.868 -0.913 4.890
H 6.496 2.169 -4.117
H 3.483 -1.166 -4.025
H -6.046 0.444 -2.863
*
```

The value obtained for the frontier orbital gap is 9.19 eV. The energy relative to the best compared isomer or geometry (same formula, charge and spin) comes out at 33.03 kcal/mol. The energy is -3084.03465 hartree.

No. 6
Formula: C26H78O13
Source: the OMol25 dataset
Level of theory: ωB97M-V with the def2-TZVPD basis set

```
! wB97M-V def2-TZVPD RIJCOSX def2/J DEFGRID3
* xyz 0 1
O -0.157 -0.292 -0.884
O -3.777 1.859 -3.514
O -1.812 -3.099 -4.664
O -2.861 -1.255 3.699
O -3.239 3.257 -1.123
O 1.557 4.517 3.345
O 0.864 -4.021 -4.229
O 0.893 1.254 4.769
O 1.742 -2.340 -0.615
O -0.954 3.391 4.299
O -0.036 -1.166 -3.704
O 2.603 1.978 2.216
O -2.466 -3.306 -1.607
C 1.734 1.271 5.858
C 3.021 -4.208 0.000
C 2.119 -3.111 0.487
C -4.140 -0.443 -2.799
C -1.304 -2.847 -7.063
C -2.367 -3.033 -6.006
C 2.628 2.453 5.755
C -2.039 4.078 -0.961
C 2.868 -5.254 -3.660
C -1.344 4.284 5.316
C 0.689 -0.251 -4.579
C 1.373 -5.324 -3.923
C -3.255 0.541 -3.605
C -2.003 -0.317 5.770
C -1.233 -0.070 -0.012
C -2.899 -1.332 5.138
C -1.327 -4.109 -1.160
C -0.627 0.557 1.217
C 1.809 5.765 2.699
C -1.017 3.468 -1.903
C 3.717 0.809 0.411
C 2.120 -0.167 -4.138
C -0.144 4.698 6.217
C -1.651 -5.595 -1.139
C 2.837 1.944 0.811
C 3.190 5.833 2.099
H -0.345 3.773 3.659
H 1.789 3.813 2.761
H -4.028 -0.540 -1.715
H -1.818 5.166 4.879
H -1.331 0.746 2.026
H -0.391 5.509 6.931
H -1.952 0.566 -0.519
H 3.269 5.375 1.102
H -2.451 -3.240 -2.535
H -1.556 -3.127 -8.096
H -0.927 -1.856 -7.184
H 3.090 -4.341 -3.087
H -0.064 -4.226 -4.491
H 2.511 -1.195 -4.123
H 1.251 1.290 6.846
H -1.710 -1.027 0.186
H -2.425 0.684 5.702
H 4.185 0.949 -0.584
H 2.317 0.310 5.903
H 2.048 3.420 5.748
H -3.865 -1.200 5.581
H -0.149 1.489 0.980
H -2.232 0.523 -3.192
H 3.218 -6.078 -2.989
H -0.453 -0.437 -1.793
H 3.110 2.572 4.772
H -0.991 -6.216 -0.542
H 0.601 -0.597 -5.637
H 1.019 5.989 1.975
H 4.386 0.486 1.229
H 3.429 -5.354 -4.590
H -0.514 2.532 -1.576
H 1.855 1.856 0.307
H -1.628 3.884 0.084
H 2.110 0.339 -3.125
H -0.459 -3.497 -6.817
H 0.618 5.113 5.531
H 0.255 1.971 4.881
H -2.984 -3.937 -6.090
H 2.071 1.225 2.439
H 0.584 -1.753 -3.202
H -3.971 -1.472 -3.147
H 0.289 3.926 6.797
H -5.167 -0.169 -2.869
H 2.858 0.429 -4.792
H 0.185 0.674 -4.554
H -2.556 -5.803 -0.635
H 2.733 -2.532 1.220
H 3.931 -3.815 -0.482
H -3.999 3.651 -0.621
H 3.165 -0.114 0.185
H 1.179 -5.948 -4.820
H 1.715 6.519 3.510
H 0.826 -5.830 -3.135
H -2.076 3.767 5.947
H 1.217 -3.450 1.023
H -1.112 -3.682 -0.194
H -3.153 0.348 -4.741
H 3.180 3.007 0.571
H -3.673 2.262 -2.655
H -0.990 -0.264 5.350
H 3.427 -4.741 0.847
H 3.917 5.315 2.730
H -2.284 5.128 -1.249
H -1.369 -2.289 -4.442
H -3.788 -1.344 3.467
H -1.676 -6.049 -2.135
H 1.000 -1.719 -0.464
H 2.429 -4.939 -0.634
H -2.588 -2.371 5.394
H 3.505 6.836 1.926
H -0.467 -3.976 -1.816
H 3.377 2.556 6.537
H -1.953 -0.445 6.842
H -1.582 3.321 -2.861
H -3.006 -2.123 -6.059
H 0.036 -0.176 1.646
H -0.115 4.132 -2.139
*
```

The value obtained for the frontier orbital gap is 10.11 eV. The energy relative to the best compared isomer or geometry (same formula, charge and spin) comes out at 69.00 kcal/mol. The energy is -2015.35771 hartree.